i) 10
Properties=species:S:1:pos:R:3 method="wB97M-V/def2-TZVPD" gap_ev=7.865 charge=+1 homo_energy_ev=-14.28 mol_weight_g_mol=142.0
C 0.45 -0.20 0.45
N 2.66 0.73 0.44
N -0.31 -0.02 -0.65
N 1.69 0.06 0.41
N -1.54 -0.01 -0.57
Cl -2.38 -1.51 0.25
Cl -2.44 1.49 0.25
H 0.07 -0.89 1.33
H 3.56 0.24 0.12
H -1.76 0.11 -2.02



ii) 10
Properties=species:S:1:pos:R:3 method="wB97M-V/def2-TZVPD" gap_ev=7.931 charge=+1 homo_energy_ev=-14.52 mol_weight_g_mol=142.0 smiles="[H]/N=N/C=N/[NH+](Cl)Cl"
H -3.55 0.48 0.43
N -2.85 -0.24 0.09
N -1.74 0.18 0.31
C -0.51 -0.15 0.38
N 0.31 0.15 -0.66
N 1.58 0.08 -0.65
Cl 2.44 1.59 0.29
Cl 2.44 -1.36 0.17
H -0.18 -0.79 1.31
H 2.07 0.06 -1.66



ii) is favored, and the nearest alternative lies 1.991 eV above it.



i) 18
Properties=species:S:1:pos:R:3 method="wB97M-V/def2-TZVPD" gap_ev=11.460 charge=0 homo_energy_ev=-10.90 mol_weight_g_mol=123.2 smiles=CC#N.CC#N.CC#N
C -0.99 2.51 -0.36
C -2.30 1.79 -0.30
N -3.29 1.21 -0.35
H -0.55 2.78 0.60
H -1.11 3.36 -1.03
H -0.22 1.92 -0.86
C 0.99 -1.99 1.68
C 0.66 -0.59 1.66
N 0.39 0.55 1.61
H 0.09 -2.46 1.29
H 1.27 -2.31 2.68
H 1.90 -2.09 1.09
C 0.66 -0.33 -1.47
C 0.26 -1.58 -0.80
N -0.15 -2.60 -0.33
H 1.75 -0.20 -1.50
H 0.23 0.60 -1.10
H 0.40 -0.55 -2.50



ii) 18
Properties=species:S:1:pos:R:3 method="wB97M-V/def2-TZVPD" gap_ev=8.435 charge=0 homo_energy_ev=-7.99 mol_weight_g_mol=123.2
C 0.13 0.75 -0.41
C 0.70 0.13 1.86
C 0.37 -1.17 1.99
C -0.01 -2.25 0.86
C 0.10 -1.76 -0.49
C 0.15 -0.53 -1.12
H -1.55 0.89 -2.91
H -1.97 2.78 -1.92
H 0.41 1.98 1.19
H 1.02 0.66 2.75
H 0.49 -1.56 2.97
H 0.81 -3.10 0.78
H -1.01 -2.68 0.84
H -0.38 -2.65 -1.13
H -0.12 -0.76 -2.17
N -1.05 1.97 -2.24
N -0.76 1.69 -0.84
N 0.92 1.12 0.70



i) is favored, and the nearest alternative lies 4.391 eV above it.



i) 18
Properties=species:S:1:pos:R:3 method="wB97M-V/def2-TZVPD" gap_ev=9.616 charge=0 homo_energy_ev=-8.62 mol_weight_g_mol=123.2
C 2.70 -0.71 1.95
C -0.71 0.24 0.75
C -1.60 -0.42 -0.42
C -1.85 0.88 -1.30
C -0.34 0.30 -1.56
C 0.12 0.90 -0.15
H 3.34 -0.29 2.63
H 2.35 -1.90 1.77
H -0.95 0.42 1.83
H -2.59 -0.91 0.10
H -2.62 0.44 -2.10
H -2.08 1.84 -0.84
H 0.10 0.35 -2.54
H -1.60 -0.99 -2.08
H 0.49 1.75 0.06
N 1.92 0.19 1.55
N 0.78 -0.28 0.56
N -0.76 -1.02 -1.31



ii) 18
Properties=species:S:1:pos:R:3 method="wB97M-V/def2-TZVPD" gap_ev=8.955 charge=0 homo_energy_ev=-8.65 mol_weight_g_mol=123.2 smiles="C1=NN=C[C@@H]2C[C@@H]1CN2"
C -1.52 -1.29 -0.50
N -0.67 -2.25 -0.14
N 0.81 -2.09 -0.51
C 1.58 -1.20 0.12
C 1.08 0.17 0.75
C -0.28 -0.16 1.09
C -0.73 0.08 -0.48
C -0.57 1.68 -0.46
N 0.78 1.48 -0.11
H -2.61 -1.64 -0.33
H 2.64 -1.29 -0.43
H 1.75 0.84 1.34
H -0.95 -1.11 1.59
H -0.75 0.82 1.38
H 0.01 -0.42 -1.19
H -1.32 2.29 0.26
H -0.59 2.30 -1.38
H 1.35 1.80 -0.99



i) is favored, and the nearest alternative lies 0.937 eV above it.



i) 17
Properties=species:S:1:pos:R:3 method="wB97M-V/def2-TZVPD" gap_ev=8.466 charge=0 homo_energy_ev=-8.48 mol_weight_g_mol=134.3 smiles="CSC(=S)C(C)C"
C -0.27 1.85 -1.83
S 1.10 0.66 -1.96
C 0.97 -0.53 -0.66
S 1.75 -1.95 -0.91
C 0.14 -0.22 0.53
C -1.22 -0.91 0.41
C 0.82 -0.65 1.86
H -0.10 2.36 -2.81
H -1.28 1.42 -1.71
H -0.14 2.54 -0.99
H 0.07 0.86 0.48
H -1.85 -0.82 1.28
H -1.03 -1.98 0.25
H -1.82 -0.53 -0.46
H 1.87 -0.39 1.84
H 0.64 -1.71 2.00
H 0.33 -0.01 2.67



ii) 17
Properties=species:S:1:pos:R:3 method="wB97M-V/def2-TZVPD" gap_ev=7.249 charge=0 homo_energy_ev=-6.84 mol_weight_g_mol=134.3
C -1.55 -0.17 -0.79
C -1.28 -1.11 0.20
C 1.82 1.37 -0.07
C -0.12 -1.82 0.09
C 0.60 1.74 0.68
S 0.28 -2.86 1.44
S -0.90 1.66 -0.08
H -2.55 0.15 -1.12
H -1.07 -0.23 -1.71
H -1.97 -1.08 0.95
H 2.72 1.98 0.16
H 1.84 1.50 -1.19
H 2.27 0.50 0.23
H 0.68 -1.87 -0.53
H 0.47 1.67 1.66
H -0.92 -3.46 1.42
H -0.31 2.02 -1.34



iii) 17
Properties=species:S:1:pos:R:3 method="wB97M-V/def2-TZVPD" gap_ev=9.680 charge=0 homo_energy_ev=-8.94 mol_weight_g_mol=134.3 smiles=C#CCS.CCS
C 0.99 -1.22 -1.20
C 0.11 -0.43 -1.43
C -0.95 0.53 -1.74
S -1.81 0.21 -3.31
H 1.76 -1.92 -0.99
H -1.73 0.50 -0.97
H -0.54 1.54 -1.74
H -0.71 0.22 -4.08
C 0.29 -0.78 2.18
C 0.49 0.24 1.07
S 0.76 1.94 1.67
H 0.18 -1.79 1.76
H -0.61 -0.56 2.76
H 1.14 -0.78 2.87
H -0.34 0.23 0.36
H 1.40 0.01 0.49
H -0.42 2.06 2.30



i) is favored, and the nearest alternative lies 2.359 eV above it.